{"formula": "C6H12N2O", "method": "wB97M-V/def2-TZVPD", "total_charge": 0, "relative_energy_kj_mol": 350.7, "total_energy_ev": -11441.036, "symbols": ["H", "N", "C", "C", "C", "H", "H", "H", "H", "C", "N", "C", "C", "O", "H", "H", "H", "H", "H", "H", "H"], "positions_angstrom": [[-2.07019, 1.04439, 1.86665], [-1.62045, 0.93859, 0.96038], [-1.10344, -0.21987, 0.81263], [-1.41655, -1.16910, -0.50490], [-2.05957, -0.63637, -1.54114], [-1.07404, -0.93918, 1.64412], [-1.34371, -2.24756, -0.40872], [-2.26022, 0.42688, -1.59174], [-2.38470, -1.19585, -2.40688], [1.46628, 1.14559, 1.17818], [0.93286, 0.18709, 0.20970], [0.99701, 0.68337, -1.16751], [1.23449, -1.19795, 0.35624], [1.66689, -1.92602, -0.50169], [0.73761, 1.95358, 1.27571], [2.39880, 1.57935, 0.81850], [1.59236, 0.68142, 2.15408], [2.00588, 1.02391, -1.39995], [0.85236, -0.12701, -1.87511], [0.26498, 1.47792, -1.29960], [1.18336, -1.48318, 1.42107]], "forces_ev_per_a": [[0.9, 0.3, 0.3], [-0.5, -0.3, -0.8], [-3.4, -2.2, -1.4], [-0.3, 2.3, 1.0], [0.4, 0.0, 0.1], [0.6, 0.3, 0.3], [0.5, 0.1, 0.2], [0.1, 0.1, 0.2], [0.0, -0.3, 0.1], [-0.7, -0.3, -0.1], [1.5, -1.3, -0.8], [0.3, -0.3, 0.0], [2.0, 1.4, 0.4], [-0.9, 0.2, 0.1], [-0.1, 0.0, 0.1], [0.2, -0.2, 0.1], [0.1, -0.1, 0.0], [0.1, 0.4, 0.2], [-0.5, -0.1, 0.2], [0.0, 0.0, 0.0], [-0.2, -0.2, -0.1]], "nbo_charge": [0.35, -0.77, 0.15, -0.27, -0.37, 0.14, 0.21, 0.21, 0.20, -0.41, -0.44, -0.43, 0.56, -0.55, 0.23, 0.20, 0.21, 0.19, 0.24, 0.22, 0.12]}


{"formula": "C42H48IO3S", "method": "wB97M-V/def2-TZVPD", "total_charge": 1, "total_energy_ev": -69402.838, "symbols": ["C", "C", "O", "S", "I", "C", "C", "O", "C", "C", "O", "H", "H", "H", "H", "H", "H", "H", "H", "H", "H", "H", "H", "C", "C", "C", "C", "C", "C", "H", "H", "H", "H", "H", "H", "C", "C", "C", "C", "C", "C", "H", "H", "H", "H", "H", "H", "C", "C", "C", "C", "C", "C", "H", "H", "H", "H", "H", "H", "C", "C", "C", "C", "C", "C", "H", "H", "H", "H", "H", "H", "C", "C", "C", "C", "C", "C", "H", "H", "H", "H", "H", "H", "C", "C", "C", "C", "C", "C", "H", "H", "H", "H", "H", "H"], "positions_angstrom": [[-0.14947, -1.24702, -0.46187], [0.82553, -0.11299, -0.66243], [1.96744, -0.43636, -1.56936], [2.50566, -1.92029, -1.65095], [4.84036, -1.55272, -1.73696], [2.10421, -2.36494, -3.33313], [2.39771, -1.37509, -4.46791], [1.24671, -0.58372, -4.70234], [1.01558, 0.54860, -3.94834], [2.10568, 1.58113, -3.92556], [-0.04660, 0.67213, -3.44464], [-0.99254, -0.83248, 0.10820], [-0.56323, -1.60330, -1.41447], [0.25665, -2.07717, 0.12658], [1.27415, 0.23732, 0.27295], [0.35448, 0.72793, -1.17848], [2.58538, -3.34503, -3.47385], [1.01615, -2.52278, -3.29222], [2.56912, -1.96154, -5.37824], [3.29559, -0.77126, -4.28798], [2.15700, 2.04642, -4.91782], [3.09558, 1.17518, -3.69112], [1.84810, 2.34269, -3.18528], [-1.74416, 0.13009, 3.05615], [-3.03351, 0.20227, 2.54520], [-4.07198, -0.45213, 3.19377], [-3.81995, -1.17489, 4.35209], [-2.53060, -1.24564, 4.86168], [-1.49017, -0.59504, 4.21259], [-0.93465, 0.65282, 2.55883], [-3.23349, 0.77826, 1.64984], [-5.07883, -0.39227, 2.80120], [-4.63089, -1.67782, 4.86269], [-2.34024, -1.80185, 5.77055], [-0.48503, -0.64326, 4.61366], [-0.59036, -0.02744, 7.87736], [-1.09094, 1.17237, 7.39061], [-1.10374, 2.29760, 8.20328], [-0.61697, 2.22323, 9.50118], [-0.11629, 1.02280, 9.98706], [-0.10298, -0.10324, 9.17520], [-0.58065, -0.90783, 7.24603], [-1.47332, 1.23194, 6.37914], [-1.49732, 3.23225, 7.82248], [-0.62888, 3.10067, 10.13530], [0.26202, 0.96407, 10.99958], [0.28426, -1.03991, 9.55568], [4.99138, 2.96564, -1.47126], [5.46859, 4.22168, -1.12326], [5.08733, 4.79711, 0.08117], [4.23185, 4.11931, 0.93877], [3.75455, 2.86294, 0.59200], [4.13425, 2.28898, -0.61374], [5.29124, 2.51841, -2.41201], [6.13731, 4.75153, -1.78896], [5.45872, 5.77654, 0.35257], [3.93879, 4.56966, 1.87807], [3.09109, 2.33375, 1.26533], [3.76178, 1.30923, -0.88845], [-4.60676, 6.57831, 5.39154], [-4.67123, 5.19632, 5.50674], [-4.25105, 4.57736, 6.67621], [-3.76739, 5.34056, 7.72994], [-3.70165, 6.72240, 7.61471], [-4.12159, 7.34117, 6.44517], [-4.93831, 7.06201, 4.48145], [-5.05356, 4.60149, 4.68665], [-4.30182, 3.49920, 6.76802], [-3.44478, 4.85703, 8.64390], [-3.32676, 7.31744, 8.43773], [-4.07348, 8.41894, 6.35593], [-0.66495, -1.78789, -10.06535], [-0.33628, -3.13454, -10.15236], [0.32714, -3.75834, -9.10510], [0.66059, -3.02804, -7.97258], [0.33613, -1.68108, -7.88502], [-0.32888, -1.05899, -8.93275], [-1.18387, -1.30608, -10.88380], [-0.59916, -3.69851, -11.03787], [0.58292, -4.80851, -9.17275], [1.17596, -3.51130, -7.14935], [0.60798, -1.12259, -6.99709], [-0.58655, -0.00981, -8.86708], [-0.25116, -5.82836, -5.81230], [0.22808, -5.19567, -4.67601], [0.47898, -5.92183, -3.52011], [0.24543, -7.29056, -3.50202], [-0.24190, -7.92419, -4.63729], [-0.49347, -7.19401, -5.79206], [-0.46158, -5.24640, -6.69977], [0.38331, -4.12420, -4.70084], [0.84186, -5.42697, -2.62486], [0.43487, -7.86167, -2.60249], [-0.42868, -8.98993, -4.62043], [-0.87584, -7.68936, -6.67484]], "forces_ev_per_a": [[-0.2, 0.1, 0.0], [-0.2, 0.2, 0.4], [0.0, -0.1, -0.1], [0.0, 0.3, 0.1], [0.1, -0.1, 0.0], [-0.1, -0.4, -0.3], [0.0, 0.1, -0.1], [0.2, -0.2, 0.0], [1.0, 0.0, -0.4], [0.1, 0.2, 0.0], [-1.0, 0.2, 0.4], [0.2, -0.2, -0.1], [0.1, 0.1, 0.2], [-0.1, 0.1, -0.1], [0.0, -0.1, -0.2], [0.2, -0.2, 0.1], [-0.1, 0.2, 0.0], [0.2, 0.0, 0.0], [-0.1, 0.2, 0.2], [-0.1, -0.1, 0.0], [0.0, -0.1, 0.2], [-0.2, 0.1, -0.1], [0.1, -0.1, -0.2], [0.0, 0.0, 0.0], [0.0, 0.0, 0.0], [0.0, 0.0, 0.0], [0.0, 0.0, 0.0], [0.0, 0.0, 0.0], [0.0, 0.0, 0.0], [0.0, 0.0, 0.0], [0.0, 0.0, 0.0], [0.0, 0.0, 0.0], [0.0, 0.0, 0.0], [0.0, 0.0, 0.0], [0.0, 0.0, 0.0], [0.0, 0.0, 0.0], [0.0, 0.0, 0.0], [0.0, 0.0, 0.0], [0.0, 0.0, 0.0], [0.0, 0.0, 0.0], [0.0, 0.0, 0.0], [0.0, 0.0, 0.0], [0.0, 0.0, 0.0], [0.0, 0.0, 0.0], [0.0, 0.0, 0.0], [0.0, 0.0, 0.0], [0.0, 0.0, 0.0], [0.0, 0.0, 0.0], [0.0, 0.0, 0.0], [0.0, 0.0, 0.0], [0.0, 0.0, 0.0], [0.0, 0.0, 0.0], [0.0, 0.0, 0.0], [0.0, 0.0, 0.0], [0.0, 0.0, 0.0], [0.0, 0.0, 0.0], [0.0, 0.0, 0.0], [0.0, 0.0, 0.0], [0.0, 0.0, 0.0], [0.0, 0.0, 0.0], [0.0, 0.0, 0.0], [0.0, 0.0, 0.0], [0.0, 0.0, 0.0], [0.0, 0.0, 0.0], [0.0, 0.0, 0.0], [0.0, 0.0, 0.0], [0.0, 0.0, 0.0], [0.0, 0.0, 0.0], [0.0, 0.0, 0.0], [0.0, 0.0, 0.0], [0.0, 0.0, 0.0], [0.0, 0.0, 0.0], [0.0, 0.0, 0.0], [0.0, 0.0, 0.0], [0.0, 0.0, 0.0], [0.1, 0.0, 0.0], [0.0, 0.0, 0.0], [0.0, 0.0, 0.0], [0.0, 0.0, 0.0], [0.0, 0.0, 0.0], [0.0, 0.0, 0.0], [-0.1, 0.0, -0.1], [0.0, 0.0, 0.0], [-0.1, 0.0, -0.1], [0.0, 0.0, 0.0], [0.0, 0.0, 0.0], [0.0, 0.0, 0.0], [0.0, 0.0, 0.0], [0.1, 0.0, 0.0], [0.0, 0.0, 0.0], [0.0, 0.0, 0.0], [0.0, 0.0, 0.0], [0.0, 0.0, 0.0], [0.0, 0.0, 0.0], [0.0, 0.0, 0.0]], "lowdin_charge": [-0.07, -0.21, -0.53, 0.66, 0.82, -0.37, -0.20, -0.03, -0.52, 0.04, 0.15, 0.09, 0.09, 0.08, 0.13, 0.12, 0.11, 0.10, 0.14, 0.09, 0.11, 0.07, 0.10, -0.11, -0.10, -0.09, -0.08, -0.09, -0.11, 0.09, 0.10, 0.10, 0.11, 0.10, 0.10, -0.10, -0.09, -0.09, -0.09, -0.09, -0.09, 0.08, 0.09, 0.09, 0.10, 0.10, 0.10, -0.10, -0.08, -0.08, -0.08, -0.09, -0.12, 0.10, 0.11, 0.11, 0.11, 0.10, 0.03, -0.10, -0.10, -0.10, -0.11, -0.09, -0.10, 0.10, 0.10, 0.10, 0.10, 0.10, 0.10, -0.08, -0.08, -0.10, -0.11, -0.09, -0.09, 0.11, 0.11, 0.10, 0.08, 0.08, 0.10, -0.08, -0.11, -0.11, -0.09, -0.08, -0.07, 0.09, 0.07, 0.09, 0.10, 0.11, 0.11]}


{"formula": "C27H49BrCl4Mg2N5O13S", "method": "wB97M-V/def2-TZVPD", "total_charge": 1, "total_energy_ev": -204680.233, "symbols": ["C", "C", "O", "N", "C", "C", "C", "C", "C", "C", "C", "C", "N", "Br", "C", "C", "C", "O", "N", "C", "C", "H", "H", "H", "H", "H", "H", "H", "H", "H", "H", "H", "H", "H", "H", "H", "H", "H", "H", "H", "H", "H", "H", "H", "H", "H", "H", "H", "H", "H", "C", "O", "O", "O", "Mg", "Cl", "Cl", "C", "C", "N", "H", "H", "H", "Mg", "O", "C", "O", "C", "C", "C", "H", "H", "H", "H", "H", "H", "Cl", "C", "C", "Cl", "H", "H", "H", "H", "C", "N", "O", "O", "H", "H", "H", "C", "C", "O", "S", "O", "O", "O", "H", "H", "H", "H"], "positions_angstrom": [[-5.53871, -2.34450, 5.05339], [-5.05269, -2.45406, 3.48025], [-5.40317, -3.58867, 2.82610], [-4.25584, -1.40737, 2.73342], [-4.59739, 0.00580, 3.15596], [-2.76761, -1.67773, 2.74447], [-2.17560, -2.07651, 4.25323], [-0.55713, -2.24804, 4.07272], [0.35473, -1.05914, 4.73415], [-0.35833, 0.41456, 4.80363], [-0.93934, 0.59085, 6.36204], [-0.09129, 1.70440, 7.21974], [0.78927, 2.29942, 6.10537], [2.50709, 2.30767, 6.89739], [0.92247, 1.43550, 4.83343], [1.12266, 2.55653, 3.65503], [0.69654, 2.07041, 2.14878], [1.60382, 2.26984, 1.15386], [-0.62495, 1.46524, 1.73118], [-0.55624, 0.75907, 0.39459], [-1.76990, 2.44981, 1.82060], [-5.08415, -3.23727, 5.65901], [-5.21270, -1.33718, 5.55254], [-6.72060, -2.44309, 5.06196], [-5.71107, 0.06718, 3.53431], [-4.55611, 0.66592, 2.16534], [-3.81483, 0.40800, 3.93246], [-2.16550, -0.69427, 2.44011], [-2.50872, -2.52785, 1.95071], [-2.58791, -3.14462, 4.58846], [-2.51350, -1.32984, 5.08791], [-0.24077, -3.25704, 4.62638], [-0.29016, -2.39834, 2.93561], [1.34150, -0.98628, 4.06607], [0.74223, -1.34491, 5.82136], [-1.29908, 0.65401, 4.15089], [-2.01281, 1.05663, 6.15565], [-1.05781, -0.41973, 6.98281], [-0.78095, 2.59583, 7.54548], [0.43330, 1.27765, 8.17551], [0.31889, 3.24174, 5.98608], [1.92277, 0.84166, 5.10168], [2.29273, 2.78975, 3.61298], [0.59784, 3.58385, 3.85104], [-1.48039, 0.00981, 0.36734], [-0.62687, 1.55669, -0.48761], [0.42862, 0.09859, 0.29831], [-1.45380, 3.35971, 2.50095], [-2.66555, 1.91346, 2.39425], [-2.11970, 2.84331, 0.76428], [-5.23424, 3.47247, 2.73781], [-6.40856, 3.39790, 3.06521], [-4.34048, 4.00417, 3.40654], [-4.75783, 3.02783, 1.68712], [0.73647, 0.46915, -1.58786], [-2.86310, -3.80464, 2.86377], [-0.85539, -1.53308, 1.73392], [-3.89497, -1.79233, -3.12344], [-3.00713, -0.82985, -2.35170], [-2.27057, -0.03134, -1.71132], [-4.62795, -1.23322, -3.71166], [-3.28677, -2.40113, -3.79816], [-4.42351, -2.45067, -2.42857], [-1.56345, -2.68508, -1.94340], [1.55699, -3.50291, -6.27989], [2.52448, -3.08577, -5.66496], [2.51366, -1.97061, -4.87725], [3.83589, -1.71881, -4.40387], [4.55092, -3.04118, -4.49883], [3.89810, -3.68440, -5.69612], [4.29378, -0.95218, -5.03773], [3.79515, -1.34999, -3.37483], [5.63513, -2.93845, -4.59413], [4.34512, -3.63940, -3.60285], [4.39082, -3.40003, -6.63002], [3.85690, -4.77136, -5.59491], [-3.48700, 3.80197, -1.95797], [-2.93470, 3.03522, -3.46772], [-3.99654, 3.07795, -4.55518], [-5.38376, 2.02495, -4.18157], [-2.63442, 2.00827, -3.23729], [-2.04621, 3.58366, -3.79434], [-3.57524, 2.72267, -5.50031], [-4.37337, 4.09362, -4.71106], [1.64727, -0.12570, -8.25726], [2.81348, 0.57733, -7.65782], [3.46858, -0.03654, -6.80747], [3.03841, 1.72556, -8.05773], [1.56904, -1.12100, -7.81471], [0.75656, 0.46587, -8.03587], [1.82128, -0.19448, -9.33300], [8.02692, 0.65807, -4.92790], [8.63441, 1.26844, -3.66769], [7.92872, 0.66738, -2.58440], [7.50459, -0.85027, -3.00542], [8.48640, -1.76098, -2.45972], [6.08428, -1.00366, -2.79187], [7.77657, -0.70917, -4.60667], [7.07050, 1.13094, -5.17324], [8.69894, 0.73099, -5.78716], [8.53041, 2.35572, -3.63969], [9.69216, 1.00168, -3.57108]], "forces_ev_per_a": [[-0.1, 0.4, -0.6], [-2.5, -5.2, -2.7], [1.3, 7.3, 4.0], [-0.7, -1.7, 2.3], [0.0, 0.9, -1.1], [-3.4, 5.1, 6.5], [1.2, 0.4, 1.5], [0.6, -1.8, 3.8], [0.4, -0.5, -1.2], [1.1, -0.3, 2.8], [-1.8, 0.4, 0.1], [-2.6, -1.0, -0.2], [-0.4, 0.0, 1.9], [0.7, 1.3, 0.0], [-0.6, 0.2, -0.8], [0.9, -0.5, -0.9], [3.0, 0.7, -5.8], [-4.8, -1.5, 6.0], [2.9, 1.6, 0.1], [-1.0, 0.7, 0.3], [-1.2, 0.2, 1.3], [-0.8, 1.6, -1.4], [-0.7, -1.9, -1.0], [2.6, 0.2, 0.0], [2.4, -0.2, -0.6], [0.0, -1.3, 2.3], [-1.7, -0.6, -1.2], [-3.7, -0.9, 1.1], [0.4, -1.4, -0.8], [1.2, 3.8, 0.3], [0.8, -0.6, -1.7], [-0.7, 2.1, -0.9], [0.2, -0.8, 4.0], [-2.1, -0.1, 1.3], [-1.0, 0.7, -2.2], [2.5, -0.5, 0.6], [2.1, -1.1, 0.9], [0.3, 2.3, -1.6], [1.3, -1.9, -0.4], [-0.6, 0.9, -2.3], [1.5, -1.0, -0.4], [-2.5, 1.1, -1.3], [-2.7, -0.5, -0.3], [0.6, -2.0, -0.1], [2.2, 2.3, -0.4], [0.0, -1.2, 1.7], [-1.9, 1.2, 0.9], [-0.7, -1.7, -1.5], [1.8, 1.3, -1.6], [0.7, -0.8, 2.2], [-0.8, 0.2, 0.2], [-1.0, -0.2, 0.3], [1.5, 1.0, 1.7], [0.4, -1.1, -2.3], [0.5, -0.4, -1.3], [0.6, -5.0, -4.6], [4.3, -0.5, -6.8], [0.2, 1.0, 0.4], [3.9, 5.4, 3.9], [-5.9, -5.9, -5.4], [0.1, 0.2, 0.1], [0.0, 0.1, 0.0], [0.1, 0.2, 0.0], [1.5, -0.7, 0.6], [0.9, 1.0, 1.1], [-1.3, -0.3, -1.0], [-0.7, -0.8, -0.6], [0.6, 0.7, 0.5], [0.8, -0.3, 0.4], [0.3, -0.3, 0.3], [-0.1, -0.2, 0.2], [-0.2, 0.0, -0.3], [-0.2, 0.0, 0.1], [0.1, 0.1, -0.1], [-0.1, -0.1, 0.0], [-0.1, 0.2, -0.4], [0.0, -0.1, 0.1], [0.1, 0.0, -0.3], [0.3, 0.2, -0.1], [0.0, -0.1, 0.1], [-0.2, 0.2, 0.0], [-0.2, 0.0, 0.0], [0.0, 0.0, 0.2], [0.0, -0.2, 0.1], [-0.2, -0.4, 0.0], [0.8, 0.6, 0.3], [-0.7, 1.1, -1.3], [-0.2, -1.7, 0.8], [0.1, 0.2, 0.0], [0.2, 0.0, -0.2], [-0.1, 0.2, 0.2], [-0.2, 0.8, -0.1], [0.6, 0.0, -0.5], [-0.8, -0.9, -0.3], [0.5, -0.2, 0.2], [-1.7, 1.0, -0.7], [1.8, 0.1, 0.1], [0.1, -0.2, 1.2], [0.1, 0.0, 0.0], [-0.1, -0.3, 0.2], [-0.2, -0.2, 0.2], [-0.1, 0.1, -0.1]], "lowdin_charge": [-0.03, -0.35, -0.14, -0.13, -0.07, -0.59, -0.31, -0.31, -0.16, -0.20, -0.12, -0.19, -0.46, 0.95, -0.28, -0.03, -0.21, -0.07, -0.20, -0.39, -0.06, 0.10, 0.08, 0.11, 0.13, 0.11, 0.09, 0.02, -0.03, 0.04, 0.11, 0.13, -0.10, 0.13, 0.13, 0.13, 0.13, 0.14, 0.15, 0.12, 0.16, 0.11, 0.15, 0.14, 0.03, 0.02, -0.04, 0.11, 0.07, 0.10, -1.01, 0.17, 0.17, 0.14, 0.65, 0.73, 0.51, -0.12, -0.33, 0.11, 0.08, 0.04, 0.09, 0.60, 0.08, -0.47, -0.02, -0.20, -0.16, -0.08, 0.10, 0.10, 0.11, 0.13, 0.14, 0.13, 0.56, -0.67, -0.65, 0.54, 0.02, 0.07, 0.07, 0.07, 0.06, -0.40, 0.04, 0.06, 0.09, 0.10, 0.11, -0.17, -0.17, -0.19, 0.68, -0.23, -0.24, -0.20, 0.13, 0.14, 0.14, 0.13]}


{"formula": "C3H7S", "method": "wB97M-V/def2-TZVPD", "total_charge": -1, "relative_energy_kj_mol": 131.6, "total_energy_ev": -14059.097, "symbols": ["S", "H", "C", "C", "C", "H", "H", "H", "H", "H", "H"], "positions_angstrom": [[-2.55267, -3.06883, -0.67605], [-1.41200, -2.72446, -0.02466], [0.57347, 1.57181, -0.61349], [0.47656, 0.70298, 0.61428], [0.01191, -0.54508, 0.69202], [0.06697, 1.04532, -1.41058], [1.60958, 1.56934, -1.02348], [0.25973, 2.60053, -0.43667], [1.12609, 1.10333, 1.39193], [-0.18418, -1.02907, 1.63969], [0.02453, -1.22587, -0.15300]], "forces_ev_per_a": [[0.4, 0.1, 0.2], [-0.4, -0.2, -0.2], [1.2, -1.5, -0.7], [1.1, 0.3, -0.2], [0.9, 0.0, -0.1], [-0.8, 0.4, -0.3], [-0.2, 0.4, 0.6], [-0.2, -0.2, -0.2], [-1.1, 0.3, 1.0], [0.5, 0.0, 0.2], [-1.3, 0.5, -0.3]], "nbo_charge": [-1.05, 0.07, -0.65, -0.21, -0.36, 0.22, 0.20, 0.21, 0.17, 0.20, 0.22]}


no.,E_HOMO (eV)
1,-8.56
2,-10.52
3,-7.67
4,-2.38